The following is a DFT calculation (wB97M-V/def2-TZVPD) of a structure of composition C18H24N4O3Re.

```
50
C18H24N4O3Re wB97M-V/def2-TZVPD
O -0.05909 -3.23832 0.84168
O 2.94461 1.36376 0.85447
H -1.20522 1.85963 4.10450
H 1.33741 5.83245 -1.10740
H -3.19762 2.09048 1.53040
H -2.70626 0.72724 0.44147
C 0.09942 0.76338 -1.91605
C 1.47831 0.71275 -2.18914
C 0.30346 4.26075 -0.14266
C 1.99330 -0.45995 -2.76772
Re 1.20132 -0.79909 -0.72206
N -1.54446 1.01000 2.14904
C 4.97094 -3.25910 -1.46295
H 2.16387 1.55120 -2.01803
C -4.92746 -2.87341 -0.27324
C 1.23448 -1.62926 -2.78348
H -1.74236 2.21940 0.46411
C 2.36018 0.53830 0.28324
C -2.34888 1.54444 1.09178
H -0.28040 6.22669 -0.54861
H 3.01642 -0.40511 -3.15877
H 1.21862 -0.80861 2.59781
H 4.60370 -4.21506 -1.85604
H -1.70893 -0.43674 -1.60565
N -0.07101 3.18982 0.08780
H -0.27300 -0.91326 3.58103
H 5.45932 -2.64391 -2.22283
H -0.52270 -2.61586 -2.03123
H -4.95804 -3.30944 -1.27373
C 3.84549 -2.53072 -0.98277
H -5.84435 -2.29898 -0.14595
N 2.97854 -1.94493 -0.45401
C 0.35782 -0.23859 2.96885
C -0.03641 -1.64891 -2.19046
C -0.44721 0.29229 1.84763
H -4.90739 -3.69296 0.44658
O -0.17918 0.12034 0.60870
H -0.30928 1.72672 -1.60752
C -1.96677 1.28205 3.53817
H 1.05736 6.07928 0.61690
H 0.73263 0.60819 3.57722
C 0.45841 -2.35811 0.28321
H -2.18262 0.34987 4.10209
H 5.66727 -3.40740 -0.64046
N -2.95949 -1.20337 0.09660
H -2.89796 1.88525 3.51050
C -0.65540 -0.40662 -1.91841
C 0.62266 5.67154 -0.29767
C -3.77652 -1.99500 -0.12472
H 1.60249 -2.57313 -3.18215
```

Properties
Net charge = +4
LUMO level (alpha / beta) = -13.87 / -16.73 eV
Spin multiplicity = 4
Maximum force = 7.9 eV/A
Energy above the lowest of the compared OMol25 structures with the same formula, charge and spin = 59.2 kJ/mol
Kohn-Sham gap (alpha / beta) = 0.2749 / 0.2184 Eh
⟨S²⟩ = 3.77

***

The following is a DFT calculation (wB97M-V/def2-TZVPD) of a structure of composition C29H61N3O20Zr.

```
114
C29H61N3O20Zr wB97M-V/def2-TZVPD
C 2.12707 3.18260 0.77773
O -3.22430 -1.11151 -2.89730
C 2.17638 2.32261 4.38542
H -0.33937 -3.99125 5.79195
H -2.31842 4.54629 4.38555
C 2.89954 -3.50543 -2.25395
C -0.25378 5.24273 -2.79949
C 3.27974 2.54543 -0.03990
H -0.95915 -5.28247 4.73671
H 2.14721 -3.47691 1.83162
H 2.25942 -6.30733 0.71997
O 0.82571 1.42011 2.64402
C 2.72776 -5.43442 1.17470
H 3.46483 -5.79756 1.89090
N 4.44803 -1.10442 2.58148
C 3.93211 -4.38252 -4.23187
H 2.20532 3.36733 4.69498
O -3.89303 -3.39274 0.72035
H -1.30053 -1.65658 -4.88589
C -4.84937 -1.08089 0.37320
O 0.99907 -1.02729 1.31016
H 5.41559 -3.81758 -5.71950
H -5.58888 -0.41709 0.82110
O 4.85052 -0.15665 3.20546
H 1.10715 2.86883 0.55550
C -3.97888 1.71843 -2.54207
H -4.63405 1.11670 -3.17195
O -1.88702 -2.43052 1.34535
C 1.15404 8.35219 -1.34367
O 3.54032 -3.34421 -3.52903
H -0.91643 -0.40245 -3.66711
O -1.41763 0.33988 0.72093
H 0.39601 -1.76817 -0.43304
C 0.77109 -0.80943 -0.07493
H -3.90306 -0.54276 0.31831
H 0.14121 5.17493 -3.81314
O 3.91317 -2.07040 3.10907
H -0.22913 -2.00006 -3.51622
C 4.73729 -1.21963 1.12302
C -1.12322 -1.46043 -3.82846
C -0.39079 0.26855 -0.32637
O -1.79087 1.62333 3.15036
H -0.15449 3.05836 -2.47553
H -3.04412 2.37723 0.79004
O -3.26990 3.30155 2.64983
C -1.91016 -4.51648 0.13936
H -5.21215 3.21368 0.00365
C -3.83658 2.68951 1.47018
H 3.97060 -4.72200 -6.28942
O -5.56413 3.42043 -2.81423
C -2.29542 2.75301 3.34902
H 3.31516 -4.95103 0.39407
C 0.21947 3.99568 -2.06360
O 3.96585 -5.56606 -3.83139
H 1.50803 1.69251 4.97226
C -4.72470 -2.32521 1.30947
H 5.15153 -0.27758 0.76380
H 3.58669 -4.10552 -1.65745
H 0.98309 -4.28905 -1.43481
H 2.12333 8.84531 -1.41705
C -0.07372 -4.71329 5.01982
C 1.74680 2.16821 2.90761
H 3.18052 1.92381 4.52952
H -2.91165 1.56824 -2.70512
H -0.01938 3.93590 -1.00177
H -1.58584 3.24843 5.40224
C 4.33887 -3.95010 -5.61367
H -0.84051 0.19412 -1.31648
H 3.78361 -1.29071 0.60002
H 1.30525 3.90023 -2.05619
N -2.35395 -1.91177 -3.10729
H -5.45787 4.23974 1.44051
H 1.10008 7.99992 -0.31358
O 1.69819 7.12795 -3.24730
C 0.44001 -4.06919 3.75841
H 1.69239 -0.55069 -0.59680
O 1.11274 -4.90857 2.91150
C 1.49571 -4.16804 -2.38911
O -3.52196 3.76764 -3.62530
H 0.82332 -3.71072 -3.11496
H 1.60350 -5.21301 -2.67985
O 2.49607 2.89278 2.09250
H 0.43032 9.07491 -1.72047
H -4.26435 1.59662 -1.49720
H 0.89739 -4.24412 0.91432
H 0.64896 -5.42826 5.41306
C 1.63997 -4.43124 1.69000
H -4.47495 1.85507 1.76052
H -4.22472 -2.07013 2.24385
N -4.35663 3.13956 -2.97152
H -1.69309 -4.27565 -0.90131
C -4.71403 3.79658 0.77837
C -2.57082 -3.35356 0.80941
H -2.57189 -5.38237 0.16102
H -1.34018 5.22524 -2.88629
H 3.18477 2.73592 -1.10892
Zr -0.72336 -0.50195 2.63755
H -4.03886 4.53315 0.34285
C -1.71509 3.63852 4.39267
H -5.69917 -2.70400 1.61772
H 5.41386 -2.06723 1.01380
H -0.70411 3.89185 4.07358
H 2.00070 4.25055 0.59991
O 0.16402 -2.93490 3.45762
H 3.32905 1.45927 0.03714
O 0.01532 6.43302 -2.03145
H -5.10015 -1.41926 -0.63214
H 0.26448 1.13940 -0.34449
H 4.04884 -2.95774 -5.95895
O -2.47783 -3.10601 -2.73719
H -0.95421 -4.74290 0.61159
H 4.23922 2.99728 0.21174
C 1.04909 7.21581 -2.27144
H 2.91250 -2.53787 -1.75221
```

Properties
Net charge = +2
LUMO level = -7.80 eV
Maximum force = 8.7 eV/A
Energy above the lowest of the compared OMol25 structures with the same formula, charge and spin = 303.4 kJ/mol
Kohn-Sham gap = 0.2074 Eh

***

The following is a DFT calculation (wB97M-V/def2-TZVPD) of a cluster of 2 separate species, C5H14 in total.

```
19
C5H14 wB97M-V/def2-TZVPD
H -0.97660 -1.91618 2.01050
H 1.52971 0.12723 -3.52308
H 0.17149 -0.87599 2.83196
H 2.36981 0.48503 -0.64591
H 2.94487 1.53243 -1.89036
H -0.17054 -0.01990 0.65811
H -2.32619 0.18189 -0.41673
C 1.33166 0.10203 -2.44765
C -0.92059 0.19751 1.41205
H -2.80062 -0.72955 0.84105
C 2.59048 0.51738 -1.72199
H 3.39088 -0.19180 -1.93497
H 0.96463 -0.82407 -2.02334
H -0.94011 1.16163 1.91580
C -2.29297 0.23958 0.67368
H -1.46676 -0.88584 3.32878
H 0.48893 0.79833 -2.37591
H -3.03414 1.01484 0.87742
C -0.85394 -0.91454 2.43062
```

Properties
Net charge = 0
LUMO level = 1.07 eV
Maximum force = 2.7 eV/A
Energy above the lowest of the compared OMol25 structures with the same formula, charge and spin = 72.2 kJ/mol
Kohn-Sham gap = 0.4544 Eh

***

The following is a DFT calculation (wB97M-V/def2-TZVPD) of a cluster of 10 separate species, C10H40N10O10 in total.

```
70
C10H40N10O10 wB97M-V/def2-TZVPD
H -2.87000 -3.30240 -2.79438
H 0.06493 5.15708 -1.38228
H 0.81760 0.50423 5.42691
O -2.39567 -2.92740 0.13422
C 2.25806 1.45834 3.32336
C -2.86964 1.42858 -1.49548
N -2.21399 -2.61116 -3.16558
C 0.06538 -1.18132 0.67991
C -0.42924 4.21120 -1.60974
C 0.12358 1.78785 -5.42288
N 1.26475 2.36163 3.64734
H 0.57796 -3.83324 -2.28388
H 3.70011 -0.04127 -1.48139
O 0.04266 0.82361 5.89577
H 2.33840 2.45830 -1.13950
H -2.01650 0.77134 0.15329
H -1.93345 0.78286 5.57098
O -0.68668 -0.88725 -0.29036
H -1.71870 -2.34027 -0.25766
H 1.37815 0.31669 0.32693
N 0.78807 1.85295 -4.28958
H -2.03733 1.15343 -3.29244
H 1.51718 2.48497 -4.08052
N 1.28710 -0.61319 0.75284
H -0.87112 -4.16279 -1.55434
H -1.22710 -2.58312 1.24987
H -1.22185 0.17798 -2.02305
H 0.81681 0.98365 -3.77409
C -0.90628 -2.71259 -3.02492
O 2.38908 0.37890 4.00937
C -1.12643 0.08626 5.77435
H -3.24754 -1.01401 0.36813
O -0.22163 -1.74932 -3.37471
H -4.35772 -2.33622 0.22638
H 0.14576 2.39664 -1.76464
O 2.44816 -2.45139 3.25656
H 1.21197 3.22447 3.18027
N -1.69931 1.03125 -2.32852
N -0.58470 0.68847 -5.64074
N -0.41896 -3.76741 -2.33399
H -2.55254 -1.65512 -3.40880
H 1.88452 -0.84219 1.51680
C 2.63047 -3.50442 4.15316
O 2.76684 1.62244 -0.72377
N -0.42117 -2.07724 1.57360
H 3.62694 -3.92866 3.97760
H -0.73369 4.21876 -2.67467
H -0.41467 -0.22949 -5.30660
O -3.93846 1.67979 -2.01460
H 2.76845 2.37177 1.60625
H 2.09009 0.35566 -2.19197
H 2.57958 -3.18361 5.16270
H 1.90680 -4.29432 4.03576
H -1.06161 -0.59289 4.91531
H 2.23939 -1.59689 3.66274
H -0.88962 0.65287 -6.60551
H -3.41054 1.70862 0.45319
H 0.11336 -2.56765 2.26199
N -2.64367 1.46819 -0.17384
H -3.41393 -2.22966 1.71999
H -1.30197 -0.50210 6.65865
N 3.09970 1.74267 2.29283
C 3.03448 0.80137 -1.86727
H -1.20907 4.09345 -0.85297
H 3.56379 1.45655 -2.58716
H 3.67027 1.05482 1.91650
H 0.60491 2.07006 4.38808
O 0.60266 3.24638 -1.49774
O 0.01986 2.73157 -6.20321
C -3.39301 -2.07707 0.64119
```

Properties
Net charge = 0
LUMO level = 0.26 eV
Maximum force = 3.3 eV/A
Energy above the lowest of the compared OMol25 structures with the same formula, charge and spin = 81.8 kJ/mol
Kohn-Sham gap = 0.3563 Eh

***

The following is a DFT calculation (wB97M-V/def2-TZVPD) of the molecule C19H22F3N5O3.

```
52
C19H22F3N5O3 wB97M-V/def2-TZVPD
H -3.40426 -0.55408 -0.69980
H -4.43211 1.32212 -0.14245
O 0.46610 0.55992 -1.68595
H -4.49301 1.70246 2.25111
C 3.84198 0.46421 -2.42850
H -2.47447 -1.29332 2.06986
C -0.29517 -3.66979 1.05473
F 1.42717 -5.00155 -0.62243
C 3.63167 0.39068 -1.00915
C -0.80682 -2.12835 -0.73385
N -2.79630 2.92286 2.31275
C -0.42077 2.00361 -0.00412
C 2.55147 -0.32692 -0.27634
H 2.04711 0.38798 2.27044
H -1.90247 0.15787 -1.31138
F 0.01269 -4.60328 -2.19203
C -2.40127 -0.22145 -0.40901
O -0.61711 2.86974 2.80947
H 2.00485 0.04416 -3.35117
H 2.92170 1.68555 1.43938
C -3.97496 2.44550 1.63150
H 3.16890 -1.27774 -3.41228
O 5.28854 1.65651 -1.41550
H 2.03730 -0.99325 -0.97011
C -1.64875 -1.41675 0.10811
N 1.58174 0.61665 0.26062
H 0.09789 2.86976 0.40683
H 1.21871 1.90181 1.90078
F 1.63405 -3.24043 -1.83299
N -2.57061 0.79459 0.61750
C -1.55316 2.44156 2.15900
H -2.91451 3.60457 3.04943
C -3.56335 1.80071 0.31215
H -0.66130 -1.80552 -1.75376
N 4.53598 1.13547 -0.43623
H 0.22979 -4.54173 1.41233
H -3.19653 2.57572 -0.38034
C -1.13341 -2.95441 1.89270
C 1.95175 1.18998 1.53457
C -1.33059 1.37326 1.09121
N 4.86538 1.24682 -2.62275
H 3.39694 0.13671 -4.46436
C 0.72768 -4.02154 -1.21120
C 0.58407 1.01250 -0.55556
C 3.05859 -0.19678 -3.48858
H -1.03411 2.34339 -0.84084
C -1.81025 -1.84423 1.42156
H -0.76567 0.57049 1.58049
H -4.65080 3.28633 1.45475
H -1.26318 -3.27251 2.91572
C -0.14097 -3.25113 -0.25893
H 2.97383 -0.89870 0.55263
```

Properties
Net charge = 0
LUMO level = 0.47 eV
Maximum force = 1.0 eV/A
Energy above the lowest of the compared OMol25 structures with the same formula, charge and spin = 0.0 kJ/mol
Kohn-Sham gap = 0.3570 Eh

***

The following is a DFT calculation (wB97M-V/def2-TZVPD) of the ion C10H14N3S with charge +1.

```
28
C10H14N3S wB97M-V/def2-TZVPD
C -0.82079 -0.59758 1.31968
C 0.67021 3.35790 -1.53517
H -0.47968 -1.95060 -2.22787
H -1.31171 -0.41950 -0.85190
H -0.36870 1.70888 -2.72639
N 0.56376 -1.12203 -0.64546
H -0.82942 -2.73624 0.73181
H -2.48028 0.91390 1.03335
H 0.86662 4.14627 -2.20271
H -1.48695 1.27751 2.26214
C -0.04274 1.32271 -0.53401
C 0.49402 -1.99343 -1.73261
C 2.49377 -2.18602 -0.95810
C -1.26625 -2.03704 1.48923
C -0.54050 -0.30617 -0.20327
S 0.68791 2.21926 0.76921
H 1.96620 -0.71923 0.78653
H -2.49097 -0.04345 2.49359
C 1.85576 -1.32282 -0.06924
C 0.97509 3.59280 -0.26647
H -2.36547 -2.06359 1.38139
H 0.20336 -0.54521 1.82500
H 1.37546 4.57161 0.18706
N -1.93465 0.39993 1.77325
H -0.90045 -2.35206 2.36222
N 1.61966 -2.63250 -1.92211
C 0.02579 2.03595 -1.68632
H 3.52093 -2.51926 -0.85281
```

Properties
Net charge = +1
LUMO level = -3.67 eV
Maximum force = 6.1 eV/A
Energy above the lowest of the compared OMol25 structures with the same formula, charge and spin = 165.4 kJ/mol
Kohn-Sham gap = 0.3046 Eh

***

The following is a DFT calculation (wB97M-V/def2-TZVPD) of a structure of composition C20H26BrN4O5RuS3.

```
60
C20H26BrN4O5RuS3 wB97M-V/def2-TZVPD
O 3.14994 0.72918 0.63932
C -0.92248 0.92636 -5.66093
H 0.98179 -3.90133 -1.39811
H -0.15199 1.10586 -6.41320
H -4.69563 -2.12843 -5.86881
N -0.48532 3.00880 -1.17332
H -1.29188 -1.77024 -6.11893
N 0.86849 -2.98387 -1.00551
O 2.54132 1.92978 3.03718
N 1.22193 1.73700 -0.18542
C 1.92758 -2.20596 -0.74670
C 2.59137 1.75742 -0.10868
H 5.17067 -0.86253 -0.60223
H -1.85811 0.72989 -6.18465
C 3.09618 -0.47733 -0.04657
H -6.37436 -1.59955 -5.84616
H -3.00500 -0.82023 -5.24694
H -5.08762 -0.40033 -5.91391
H -4.65366 -1.09007 -1.32120
C -1.44296 -0.38886 -2.30355
C -2.57840 -0.62510 -1.52233
S 2.23347 0.58084 2.75059
H 1.28578 -0.70894 -3.58037
S 2.07725 3.80579 -1.42885
H -0.09636 -2.36799 -4.96712
H -7.37944 -0.47999 -3.90313
C -6.38787 -0.25652 -3.50578
C 3.25034 2.76154 -0.68967
H -6.82033 -2.94505 -3.83857
H -6.09231 0.73141 -3.86345
C 0.80197 2.77649 -0.88578
Ru 0.12459 0.03252 0.16655
C -0.36886 -1.51836 -5.59658
O 0.89370 0.26623 2.31936
O -0.26300 -0.10685 -1.75291
H -5.90086 -2.72076 -2.35309
H -5.13719 -3.47944 -3.75328
O 3.08745 -0.48781 3.10446
C -1.60731 -0.46308 -3.70192
C -4.00488 -0.99774 -3.38262
H 0.41244 -1.38611 -6.34749
H -0.77236 3.86417 -1.61450
C 0.89040 0.08922 -4.20794
N 1.85185 -1.05143 -0.10750
C 4.12949 -1.13013 -0.58154
H -1.19518 2.43100 -0.75239
Br -2.32530 -0.51610 0.38161
C -5.83384 -2.69906 -3.44187
C -5.38337 -1.32542 -3.95706
C -3.83362 -0.92252 -2.00679
H -1.04931 1.84092 -5.07794
H -6.47004 -0.21171 -2.41876
C -0.50521 -0.24120 -4.75464
H 1.55995 0.21832 -5.06154
H 4.30566 2.96661 -0.70836
H 0.89654 1.01020 -3.62563
S 3.52773 -2.61468 -1.25005
C -5.37286 -1.36294 -5.48510
H -0.02571 -2.74545 -0.60746
C -2.88281 -0.76443 -4.17505
```

Properties
Net charge = +1
LUMO level (alpha / beta) = -3.24 / -3.24 eV
Maximum force = 0.9 eV/A
Kohn-Sham gap (alpha / beta) = 0.2575 / 0.2575 Eh